Version one
{
  "formula": "C43H59AsGe2N2O4S2Sc",
  "method": "the ωB97M-V functional and the def2-TZVPD basis",
  "lumo_ha": -0.091,
  "spin_multiplicity": 1,
  "homo_energy_ev": -9.208,
  "total_charge": 1,
  "symbols": ["As", "Ge", "Ge", "Sc", "S", "S", "O", "O", "O", "O", "N", "N", "C", "C", "C", "C", "C", "C", "C", "C", "C", "C", "C", "C", "C", "C", "C", "C", "C", "C", "C", "C", "C", "C", "C", "C", "C", "C", "C", "C", "C", "C", "C", "C", "C", "C", "C", "C", "C", "C", "C", "C", "C", "C", "C", "H", "H", "H", "H", "H", "H", "H", "H", "H", "H", "H", "H", "H", "H", "H", "H", "H", "H", "H", "H", "H", "H", "H", "H", "H", "H", "H", "H", "H", "H", "H", "H", "H", "H", "H", "H", "H", "H", "H", "H", "H", "H", "H", "H", "H", "H", "H", "H", "H", "H", "H", "H", "H", "H", "H", "H", "H", "H", "H"],
  "xyz": [[-1.21685, -1.16047, 2.18577], [-2.31811, -0.25762, -1.79043], [1.28116, 0.20710, -2.49262], [0.59848, 0.21289, 0.21090], [2.48396, -1.87229, 0.73624], [0.08270, 3.11332, 2.01611], [-1.26077, 0.86962, -0.72421], [1.10979, -1.92911, 0.16529], [3.55214, -2.33458, -0.09032], [0.02054, 1.60077, 1.82918], [2.34680, 2.07618, 0.20040], [2.49866, -0.35709, 1.17262], [3.53951, 1.72684, 0.78050], [-4.11998, 0.38917, -1.38044], [1.95539, 1.94713, -3.22601], [5.84596, 2.15817, 1.44644], [2.52888, -1.23427, -3.05601], [2.35371, -2.31992, 3.43632], [-2.01560, 4.76728, 2.48033], [-1.43158, 3.55807, 2.82363], [2.26776, -4.53349, 4.40831], [-3.20402, 5.13722, 3.09647], [-4.55017, 0.04843, -5.93528], [-2.18648, -1.37182, -5.67713], [1.23836, 3.31768, 3.36099], [-1.33858, -3.09976, 2.31056], [2.26390, 3.27846, -0.32253], [-3.70725, 0.29161, -4.86023], [2.73038, -1.46762, -4.55222], [-0.67523, -0.79999, 4.03815], [-2.00763, -2.05955, -1.11163], [4.48719, 3.88955, 0.28888], [-3.79262, 4.29310, 4.02542], [2.02487, 2.11336, -4.74364], [4.83690, 0.00345, 1.86838], [-5.17721, -0.69650, -1.61174], [-2.01141, 2.70199, 3.75040], [-2.50968, -0.40762, -4.71955], [2.44279, -4.26657, 2.00915], [2.27455, -3.14983, 4.54661], [2.43240, -2.88532, 2.17530], [4.64052, 2.60222, 0.85036], [-1.58357, -0.15300, -3.58219], [5.93522, 0.88788, 1.93532], [-4.21434, -0.90707, -6.88202], [-3.20122, 3.07634, 4.35030], [3.30422, 4.22586, -0.30027], [-0.25487, -0.06812, -3.75168], [-3.10006, -0.64938, 2.28429], [2.35192, -5.07730, 3.12435], [-2.35557, -3.09087, -2.19448], [-1.44087, 2.25298, -1.01784], [3.65670, 0.40846, 1.30414], [-3.02841, -1.61714, -6.74997], [2.20621, -5.43082, 5.61203], [-1.54085, 1.75683, 3.98199], [-4.93197, -1.61381, -1.07202], [-3.51604, -0.91965, 3.25437], [-4.87438, -1.09819, -7.71773], [6.85956, 0.54321, 2.37915], [-0.53698, 2.80586, -0.76036], [3.21919, -0.62173, -5.03468], [2.21718, 3.02260, 2.98393], [-1.98114, -3.39029, 3.14114], [2.76883, 1.45480, -5.18935], [1.78489, -1.63681, -5.07181], [3.15203, 5.19190, -0.76031], [4.93249, -1.00533, 2.25002], [1.79997, -4.90806, 6.47664], [-2.17753, -4.10587, -1.83709], [-3.66578, -1.15644, 1.50343], [-2.60629, -2.22890, -0.21553], [1.06729, 1.89330, -5.21821], [-2.76226, -2.36962, -7.48095], [-0.95615, -2.17267, -0.83780], [2.35511, -1.24253, 3.54427], [2.15876, -2.14870, -2.58462], [3.48855, -1.03460, -2.57140], [0.12073, -0.05702, 4.05827], [-3.18960, 0.42695, 2.13579], [2.29284, 3.13664, -5.01909], [-0.33248, -3.48603, 2.47566], [1.24309, 4.36543, 3.65899], [-3.96622, 1.05943, -4.14179], [-2.27524, 2.65763, -0.43953], [0.92891, 2.67779, 4.18654], [-5.46902, 0.61185, -6.03728], [-1.62325, 2.40638, -2.08484], [-3.67219, 6.07841, 2.84264], [-3.67034, 2.42212, 5.07325], [5.31544, 4.58691, 0.32070], [3.35555, -2.34553, -4.73244], [-1.27144, -1.93990, -5.55804], [1.30297, 2.72723, -2.81863], [-4.35088, 1.28154, -1.96316], [6.68987, 2.83420, 1.49328], [-1.52302, -0.44167, 4.62091], [1.59100, -6.30889, 5.41796], [0.06357, -0.13051, -4.79647], [2.35219, -6.15353, 3.00180], [2.52203, -4.69316, 1.01743], [-0.30845, -1.72239, 4.48454], [-1.72175, -3.52201, 1.38423], [-4.72215, 4.58077, 4.49824], [-1.55341, 5.40958, 1.74015], [-3.40126, -3.02883, -2.50152], [2.94254, 2.11726, -2.78321], [1.33154, 3.54259, -0.80215], [-5.25348, -0.94842, -2.67065], [-6.16267, -0.37642, -1.27244], [-1.74393, -2.94087, -3.08448], [-4.10913, 0.69604, -0.33057], [3.20548, -5.78310, 5.87503], [2.21817, -2.71379, 5.53709]],
  "lowdin_charge": [1.124, 0.940, 0.898, 0.724, 0.598, 0.986, -0.511, -0.456, -0.235, -0.628, 0.055, -0.203, -0.159, -0.305, -0.392, -0.028, -0.391, -0.074, -0.076, -0.391, -0.257, -0.058, -0.078, -0.043, -0.179, -0.263, -0.178, -0.060, -0.169, -0.280, -0.316, 0.013, -0.054, -0.167, 0.002, -0.152, -0.071, -0.256, -0.043, -0.035, -0.293, -0.148, -0.318, -0.050, -0.085, -0.051, -0.024, -0.200, -0.276, -0.022, -0.131, -0.143, -0.252, -0.071, -0.040, 0.085, 0.058, 0.034, 0.104, 0.114, 0.046, 0.049, 0.054, 0.041, 0.051, 0.052, 0.116, 0.118, 0.079, 0.076, 0.016, 0.032, 0.057, 0.107, 0.039, 0.107, 0.043, 0.052, 0.007, 0.015, 0.066, 0.013, 0.076, 0.096, 0.095, 0.070, 0.105, 0.097, 0.115, 0.115, 0.127, 0.068, 0.111, 0.029, 0.060, 0.118, 0.024, 0.084, 0.058, 0.123, 0.127, 0.019, 0.021, 0.115, 0.115, 0.069, 0.051, 0.087, 0.065, 0.074, 0.063, 0.056, 0.092, 0.120]
}



Version two
{
  "formula": "C43H59AsGe2N2O4S2Sc",
  "method": "the ωB97M-V functional and the def2-TZVPD basis",
  "lumo_ha": -0.086,
  "spin_multiplicity": 1,
  "homo_energy_ev": -9.659,
  "total_charge": 1,
  "symbols": ["As", "Ge", "Ge", "Sc", "S", "S", "O", "O", "O", "O", "N", "N", "C", "C", "C", "C", "C", "C", "C", "C", "C", "C", "C", "C", "C", "C", "C", "C", "C", "C", "C", "C", "C", "C", "C", "C", "C", "C", "C", "C", "C", "C", "C", "C", "C", "C", "C", "C", "C", "C", "C", "C", "C", "C", "C", "H", "H", "H", "H", "H", "H", "H", "H", "H", "H", "H", "H", "H", "H", "H", "H", "H", "H", "H", "H", "H", "H", "H", "H", "H", "H", "H", "H", "H", "H", "H", "H", "H", "H", "H", "H", "H", "H", "H", "H", "H", "H", "H", "H", "H", "H", "H", "H", "H", "H", "H", "H", "H", "H", "H", "H", "H", "H", "H"],
  "xyz": [[-0.03315, 2.96809, 0.07909], [-0.77521, 0.17072, 2.87256], [-2.19752, -0.37457, -0.50942], [0.45316, 0.16811, -0.28238], [-0.05628, -1.11469, -3.33684], [3.22727, 0.59274, -1.25371], [2.18257, 1.62725, -1.14647], [0.32593, -0.04143, -2.30985], [3.81146, 0.37792, -2.54548], [0.76557, 0.01184, 1.74192], [2.47393, -0.65188, -0.62432], [0.61088, -2.39036, -0.07564], [6.50669, 1.54855, 1.73466], [-2.53834, 0.51186, 2.19536], [-6.53237, -0.67475, 2.90970], [-3.00796, -1.86885, -1.54104], [-5.17876, -0.51581, 2.64861], [1.82782, -0.67924, 2.42031], [-0.83854, -1.63000, 3.61758], [-1.67598, 3.71154, 0.80326], [4.07193, -2.47544, -1.18029], [-2.49000, 1.19597, -1.77090], [-0.91790, 1.24706, -7.07829], [0.03908, 3.94467, -1.60085], [2.09154, -4.28858, -0.41707], [0.03237, 1.71768, -6.17561], [-0.14598, -4.61175, 0.40019], [-1.35650, -0.64963, -5.66776], [-7.02403, -0.16362, 0.62073], [-5.66798, -0.01386, 0.36627], [4.50918, 1.04104, -0.13827], [7.59654, 1.84580, 2.73177], [5.18574, 1.92120, 1.98326], [4.30553, -3.86925, -1.23632], [4.18496, 1.66918, 1.06007], [5.81670, 0.66146, -0.40844], [-3.78952, 1.97364, -1.97435], [-0.39391, -0.17315, -4.79203], [1.83535, -2.90618, -0.40952], [-0.67913, 1.63760, 5.41993], [-4.41462, -2.36486, -1.18898], [1.05227, -5.14090, 0.02404], [2.86049, -1.98397, -0.76175], [1.26617, 4.05928, 1.03476], [-7.46372, -0.48330, 1.89819], [-4.71919, -0.15014, 1.37823], [1.50017, -1.83535, -3.84835], [-0.11374, 1.60313, 3.99113], [-0.30084, -1.83350, 5.04063], [6.80331, 0.91797, 0.52945], [-0.32841, -3.21836, 0.31107], [3.35277, -4.76429, -0.85413], [0.30416, 1.00668, -5.01802], [-1.61156, 0.07118, -6.82745], [-3.24587, 0.02658, 1.15989], [7.18959, 2.03287, 3.72451], [2.27275, -1.07156, -3.73047], [2.24221, 3.94603, 0.56971], [3.54033, -5.83065, -0.88342], [7.82631, 0.62589, 0.32026], [1.39675, -2.13837, -4.88983], [-2.42940, 3.73424, 0.01840], [-1.12216, 1.80655, -7.98281], [-1.28618, -2.77710, 0.55834], [-0.26265, 4.97171, -1.41699], [-4.46123, -0.70394, 3.43873], [0.56276, 2.63992, -6.37655], [-5.33567, 0.20215, -0.63272], [-2.30810, -2.70799, -1.47561], [-0.95596, -1.37756, 5.78324], [-1.88908, -1.91963, 3.55661], [-4.19686, 2.35675, -1.03736], [8.30488, 1.01961, 2.79780], [-0.95759, -5.23616, 0.74904], [4.85444, -1.79372, -1.48395], [1.69157, -1.75720, 2.34348], [-0.30154, -2.26420, 2.91020], [4.93786, 2.41745, 2.91519], [-7.73940, -0.04292, -0.18508], [2.77244, -0.40824, 1.95944], [1.06279, 3.91537, -1.96671], [-0.35320, 2.53214, 3.46829], [-6.86014, -0.95577, 3.90383], [-3.61707, 2.83507, -2.62831], [-3.09271, 0.90643, 3.06041], [-0.29405, 2.50360, 5.96121], [0.97515, 1.51734, 4.00505], [3.16223, 1.95639, 1.26256], [0.69674, -1.40892, 5.17618], [1.85268, -0.39529, 3.47276], [-1.90157, -1.56232, -5.44785], [-0.61596, 3.49574, -2.34400], [-8.52185, -0.60150, 2.10052], [-4.55991, 1.36453, -2.45519], [1.03493, 1.35726, -4.29606], [-1.72037, 1.91865, -1.50642], [-1.76934, 1.71207, 5.42603], [0.94749, 5.09372, 0.95416], [-0.40425, 0.75004, 5.98707], [5.26796, -4.22301, -1.58212], [1.70847, -2.69803, -3.21579], [-4.62703, -3.30567, -1.70511], [-2.35896, -0.28070, -7.52733], [-2.05452, 3.10092, 1.61788], [-5.18651, -1.65155, -1.48317], [1.32860, 3.77828, 2.08482], [1.22668, -6.21016, 0.06465], [6.06294, 0.19672, -1.35642], [-2.97085, -1.53960, -2.58546], [8.15762, 2.73256, 2.42877], [-1.48398, 4.72297, 1.15197], [-2.16332, 0.79665, -2.73639], [-0.23521, -2.89729, 5.27762], [-4.53601, -2.54163, -0.11668]],
  "lowdin_charge": [1.087, 0.901, 0.898, 0.637, 1.030, 0.617, -0.423, -0.632, -0.266, -0.487, -0.192, 0.081, -0.253, -0.260, -0.075, -0.384, -0.049, -0.122, -0.291, -0.262, -0.002, -0.385, -0.058, -0.260, -0.149, -0.051, -0.022, -0.075, -0.066, -0.072, -0.269, -0.039, -0.021, -0.055, -0.065, -0.046, -0.162, -0.409, -0.174, -0.141, -0.161, 0.011, -0.260, -0.272, -0.081, -0.238, -0.174, -0.306, -0.148, -0.021, -0.147, -0.034, -0.052, -0.061, -0.321, 0.078, 0.058, 0.022, 0.117, 0.123, 0.078, 0.026, 0.112, 0.083, 0.040, 0.100, 0.114, 0.075, 0.026, 0.064, 0.069, 0.058, 0.084, 0.116, 0.097, 0.088, 0.043, 0.119, 0.109, 0.075, 0.031, 0.052, 0.105, 0.069, 0.071, 0.074, 0.064, 0.091, 0.062, 0.077, 0.116, 0.024, 0.105, 0.065, 0.120, -0.045, 0.073, 0.035, 0.049, 0.113, 0.054, 0.070, 0.113, 0.002, 0.053, 0.022, 0.126, 0.113, 0.039, 0.091, 0.035, 0.035, 0.075, 0.068]
}



Structures ranked by computed energy, the most stable listed first: version one, version two.



Version one
{
  "formula": "C6H14N2Si",
  "method": "the ωB97M-V functional and the def2-TZVPD basis",
  "lumo_ha": [-0.089, -0.088],
  "spin_multiplicity": 1,
  "homo_energy_ev": [-10.580, -10.589],
  "total_charge": 0,
  "symbols": ["Si", "N", "N", "C", "C", "C", "C", "C", "C", "H", "H", "H", "H", "H", "H", "H", "H", "H", "H", "H", "H", "H", "H"],
  "xyz": [[-0.06379, 0.83336, 0.09040], [1.13545, -0.46909, 3.66756], [-0.99768, -0.40723, 0.88774], [1.65844, 0.60791, -0.39646], [-1.06586, -1.81741, 0.48260], [0.48228, -0.27817, 2.75546], [-1.01628, 1.27591, -1.50893], [0.28737, -2.66179, 0.51433], [-0.23837, 2.30943, 1.28400], [-2.10702, 1.14489, -1.52378], [0.18427, -3.65170, 0.32349], [-0.34812, 3.26173, 0.87542], [0.77388, 2.27068, 1.77342], [-0.91581, 2.13331, 2.13126], [0.50492, -2.71772, 1.58505], [-1.38641, -1.70631, -0.60206], [-1.73485, -2.31950, 1.16315], [-0.87558, 2.36312, -1.54511], [2.10657, -0.05163, 0.46983], [1.80415, 0.00313, -1.43656], [-0.61860, 0.90403, -2.41877], [2.24311, 1.45407, -0.47777], [1.09133, -2.23156, -0.10446]],
  "lowdin_charge": [0.333, 0.003, 0.027, -0.196, -0.274, -0.177, -0.166, -0.063, -0.177, 0.034, 0.025, -0.003, 0.036, 0.032, 0.065, 0.146, 0.096, 0.029, 0.066, 0.097, 0.005, -0.007, 0.069]
}



Version two
{
  "formula": "C6H14N2Si",
  "method": "the ωB97M-V functional and the def2-TZVPD basis",
  "smiles": "C[Si](C)(C)N1CCC=N1",
  "lumo_ha": 0.035,
  "spin_multiplicity": 1,
  "homo_energy_ev": -8.593,
  "total_charge": 0,
  "symbols": ["Si", "N", "N", "C", "C", "C", "C", "C", "C", "H", "H", "H", "H", "H", "H", "H", "H", "H", "H", "H", "H", "H", "H"],
  "xyz": [[0.89199, 0.21462, -0.05517], [-1.95181, 0.93544, -0.55556], [-0.83338, -0.15683, 0.08936], [-2.96648, -0.55784, 0.96779], [1.82573, -1.26842, -0.55197], [1.22837, 1.83095, -0.99620], [-2.98009, 0.56927, 0.04006], [-1.48469, -0.55028, 1.32537], [1.49841, 0.43529, 1.77978], [-3.41425, -1.43959, 0.62266], [0.91624, -0.37329, 2.22286], [1.19977, 1.30360, 2.31255], [0.29210, 1.93795, -1.57311], [1.51806, 2.62658, -0.37175], [-4.00174, 1.09472, -0.21823], [2.02293, 1.64037, -1.78090], [2.80058, -1.38640, 0.03025], [-1.18156, -1.53109, 1.80856], [2.48779, 0.02404, 2.00421], [-1.25203, 0.30440, 2.11074], [1.08041, -2.11323, -0.42545], [-3.42103, -0.37044, 1.94773], [2.09587, -1.42263, -1.60279]],
  "lowdin_charge": [0.462, 0.131, -0.160, -0.179, -0.199, -0.173, -0.257, -0.288, -0.176, 0.096, -0.004, 0.010, 0.011, -0.001, 0.150, 0.043, 0.057, 0.134, 0.024, 0.137, 0.046, 0.115, 0.023]
}



Structures ranked by computed energy, the most stable listed first: version two, version one.